ORCA calculation (wB97M-V/def2-TZVPD) on a molecular structure, C18H28N5O10P2RbS3 at a distorted geometry.

* energy: -98795.537 eV
* E_LUMO: 3.464 eV
* HOMO: -1.82 eV
* total charge: -2
* HOMO-LUMO gap: 5.2812 eV
* ΔE to the lowest compared entry with this formula, charge and spin: 56.73 kcal/mol

Atoms and positions in Å:
1 Rb -0.1182 0.1910 0.4987
2 N 2.9695 -3.3417 2.5159
3 C 1.8021 -3.9245 2.9784
4 C 1.5441 -4.8834 3.9512
5 C 0.2144 -5.2028 4.1587
6 C -0.8209 -4.5865 3.4383
7 C -0.5659 -3.6303 2.4728
8 C 0.7733 -3.3191 2.2445
9 N 1.3054 -2.3943 1.3572
10 C 2.5865 -2.4251 1.5623
11 C 3.5050 -1.5145 0.8789
12 C 4.8686 -1.4449 0.9704
13 S 5.4228 -0.1296 0.0206
14 C 3.7986 0.2131 -0.4249
15 N 2.9121 -0.5781 0.0756
16 H 3.8829 -3.4374 2.9159
17 H 2.3317 -5.3505 4.5303
18 H -0.0387 -5.9390 4.9131
19 H -1.8459 -4.8531 3.6601
20 H -1.3483 -3.0987 1.9367
21 H 5.5368 -2.0672 1.5402
22 H 3.5095 1.0568 -1.0337
23 O -3.4096 0.8028 1.2663
24 P -3.4927 -0.6661 0.6125
25 O -4.8562 -1.2205 0.7377
26 O -2.2824 -1.4548 1.0241
27 O -3.2275 -0.2878 -1.0020
28 P -2.7133 1.0645 -1.6935
29 O -4.0297 2.0191 -1.7056
30 O -2.2850 0.7627 -3.0867
31 O -1.7672 1.7222 -0.7284
32 H -2.7625 1.3532 0.7813
33 H -4.7731 1.5803 -2.1353
34 O -0.2627 3.5508 3.7328
35 S -0.1507 2.3430 2.8723
36 N 0.9409 1.3826 3.0225
37 C -0.9185 -2.1514 -2.3064
38 C 0.4934 -2.0825 -2.8053
39 N 0.8830 -3.0788 -3.6798
40 O 1.2668 -1.1968 -2.4997
41 H -1.4542 -3.0374 -2.6489
42 H -1.4497 -1.2624 -2.6553
43 H -0.9251 -2.1375 -1.2163
44 H 0.3393 -3.9230 -3.7013
45 H 1.8731 -3.1503 -3.8438
46 C 0.5176 1.0568 -5.1937
47 C 1.2344 2.3749 -4.9221
48 C 1.9470 2.3945 -3.5709
49 S 0.7696 2.1863 -2.2146
50 O 1.6215 2.0402 -0.9746
51 C 0.0141 3.8401 -2.1602
52 C 0.3865 4.6157 -0.9050
53 C 1.7931 5.1899 -0.9385
54 H 0.1360 1.0346 -6.2168
55 H -0.3213 0.9108 -4.5133
56 H 1.1963 0.2118 -5.0651
57 H 0.5129 3.1968 -4.9707
58 H 1.9768 2.5857 -5.7006
59 H 2.5436 3.2971 -3.4112
60 H 2.5957 1.5228 -3.4695
61 H -1.0568 3.6477 -2.1795
62 H 0.3014 4.3797 -3.0679
63 H 0.2614 3.9653 -0.0381
64 H -0.3525 5.4149 -0.7878
65 H 2.5266 4.3848 -0.9490
66 H 1.9846 5.8053 -0.0583
67 H 1.9460 5.8132 -1.8265

---

ORCA calculation (wB97M-V/def2-TZVPD) on a single C5H7NO molecule at a distorted geometry.

* energy: -8828.501 eV
* E_LUMO (spin up / spin down): -0.134 / -0.135 eV
* HOMO (spin up / spin down): -6.99 / -6.99 eV
* HOMO-LUMO gap (spin up / spin down): 6.8577 / 6.8559 eV
* ΔE to the lowest compared entry with this formula, charge and spin: 177.62 kcal/mol

Atoms and positions in Å:
1 C -1.3716 -0.1902 -0.2654
2 C -0.6890 -1.3036 0.4169
3 C 0.6580 -0.8859 -0.1594
4 N -1.4165 1.0419 0.2522
5 O -0.3513 1.4139 1.0088
6 C 1.0684 0.8167 0.1761
7 C 2.0160 1.5591 -0.0758
8 H -1.6324 1.7749 -0.4299
9 H -1.7294 -0.2999 -1.2812
10 H -1.0493 -2.2902 0.1234
11 H -0.7184 -1.1641 1.4975
12 H 1.4820 -1.2342 0.4598
13 H 0.8180 -1.1429 -1.2018
14 H 2.9155 1.9044 -0.5211

---

Look up the energy of the second one.
-8828.501 eV

---

Which value of energy does entry 2 give?
-8828.501 eV